C6H14O3 | ωB97M-V with the def2-TZVPD basis set

Kohn-Sham gap = 9.38 eV
Energy above the lowest of the compared OMol25 structures with the same formula, charge and spin = 84.15 kcal/mol
DFT total energy = -12588.448 eV
M = 134.2 u
HOMO energy = -0.3396 Eh

```
23
Properties=species:S:1:pos:R:3:nbo_charge:R:1
C -1.32601 -0.01729 -0.16417 0.21
C -0.25829 0.96458 0.38971 0.36
C 2.81629 -0.30554 0.60841 0.01
C -0.99227 -1.44282 0.25151 -0.62
C -2.71646 0.39212 0.33304 -0.63
C 2.89374 -0.73586 -0.72261 -0.77
O 1.02907 0.62236 0.04228 -0.79
O -1.28692 0.00700 -1.59424 -0.73
O -0.59661 2.26429 -0.13037 -0.76
H -1.27664 0.93998 -1.84859 0.48
H 0.24109 2.73514 -0.20665 0.48
H -0.33603 0.98826 1.48827 0.13
H 3.28640 0.60883 0.94113 0.21
H 2.37884 -0.92613 1.37806 0.21
H -2.95046 1.40862 0.01681 0.22
H -0.02453 -1.73520 -0.15362 0.21
H -0.96568 -1.53527 1.33959 0.20
H -1.74957 -2.12558 -0.13592 0.22
H -3.46351 -0.28596 -0.08205 0.21
H -2.77493 0.35123 1.42388 0.20
H 3.60155 -0.24248 -1.38027 0.24
H 2.71375 -1.78591 -0.92989 0.24
H 1.75718 -0.14436 -0.86431 0.45
```